1.
Computed, not measured: a 4-piece molecular cluster, C6H17NO4 overall, with ωB97M-V/def2-TZVPD.

The HOMO energy (spin up / spin down) is -15.02 / -14.97 eV. As for the spin multiplicity: 2. The calculation puts the maximum force at 4.55 eV/A. For the energy relative to the best compared isomer or geometry (same formula, charge and spin), the calculation gives 217.37 kJ/mol. The charge is +1.

Each line ends with the natural charge from an NBO analysis.
CARTESIAN COORDINATES (ANGSTROEM)
H1 0.80 -0.12 4.04  0.484
H2 -0.53 -0.79 0.88  0.277
H3 -3.11 -0.57 -2.37  0.284
H4 -0.61 0.99 0.60  0.340
O1 -0.09 -3.01 0.86  -0.904
H5 -0.11 -3.60 0.09  0.484
C1 -1.13 -0.04 -1.94  0.664
C2 2.05 0.78 -0.62  -0.425
H6 -0.31 -0.46 3.01  0.460
N1 0.00 -0.26 -1.05  -0.055
H7 3.13 0.71 -0.63  0.261
O2 -0.94 0.23 -3.09  -0.392
C3 -2.40 -0.71 -1.50  -0.761
H8 1.87 1.84 -0.51  0.225
H9 1.08 0.86 -2.55  0.300
H10 -2.88 -0.04 -0.82  0.259
O3 -0.10 -0.01 3.81  -0.930
H11 -2.42 -1.74 -1.18  0.275
H12 0.62 2.54 1.62  0.441
C4 0.00 0.10 0.31  -0.340
H13 0.01 -2.13 0.45  0.426
H14 1.57 0.92 1.60  0.244
C5 1.41 0.26 0.74  -0.452
H15 1.59 -0.82 -2.26  0.278
H16 -0.12 2.03 2.80  0.486
C6 1.27 0.12 -1.75  -0.282
O4 -0.15 2.78 2.16  -0.909
H17 2.13 -0.59 0.88  0.261

---

2.
Computed, not measured: C25H32N6O3S as an isolated structure, with ωB97M-V/def2-TZVPD.

The HOMO energy is -7.94 eV. The calculation puts the maximum force at 18.84 eV/A. For the energy relative to the best compared isomer or geometry (same formula, charge and spin), the calculation gives 2291.27 kJ/mol. The charge is 0.

Each line ends with the natural charge from an NBO analysis.
CARTESIAN COORDINATES (ANGSTROEM)
H1 4.04 2.32 7.64  0.204
C1 -1.77 -0.75 -6.62  -0.275
H2 -3.24 1.10 -9.03  0.234
N1 1.38 -0.61 4.22  -0.350
C2 1.05 0.22 3.40  0.508
H3 -1.01 -1.65 -6.45  0.221
N2 -0.61 -1.16 -2.49  -0.440
C3 -2.97 0.58 -8.22  -0.337
H4 4.35 -1.60 7.34  0.238
H5 4.92 2.96 9.08  0.217
H6 6.71 -0.33 7.01  0.209
N3 4.46 0.81 5.18  -0.554
H7 -0.77 -1.22 3.36  0.230
H8 -5.65 2.45 -5.76  0.193
C4 -0.60 -1.65 -3.62  -0.314
N4 -2.83 -1.17 -4.32  -0.451
H9 0.20 -2.00 1.45  0.233
H10 5.54 3.26 7.43  0.193
S1 2.53 1.67 3.23  0.001
C5 3.98 -0.84 6.71  -0.526
O1 -4.96 1.62 -7.63  -0.530
H11 6.59 1.23 6.02  0.198
C6 -1.00 -0.51 2.56  -0.227
C7 4.76 0.20 6.20  0.332
C8 5.80 1.14 8.00  -0.412
C9 -0.46 -1.54 -1.13  0.708
C10 -3.82 0.12 -6.05  -0.306
C11 -1.84 -0.09 -7.89  -0.151
C12 0.06 0.62 0.16  -0.424
H12 -1.72 -2.81 -5.19  0.236
H13 -1.26 0.69 -3.63  0.202
C13 4.98 2.43 8.07  -0.608
C14 0.01 1.37 1.49  -0.135
H14 1.02 0.06 0.31  0.214
H15 -0.17 1.25 -0.62  0.238
H16 -1.92 0.90 -1.80  0.193
H17 -6.87 2.65 -7.30  0.201
H18 -4.64 0.51 -5.25  0.216
N5 2.41 -0.41 4.91  -0.251
H19 5.36 0.44 8.71  0.218
C15 -3.03 -0.60 -3.29  -0.193
H20 0.06 -1.22 -4.36  0.209
C16 2.92 -1.39 5.95  0.602
H21 -3.67 0.34 -3.52  0.178
C17 3.20 0.40 4.68  0.515
H22 -6.68 0.92 -6.27  0.205
C18 -0.86 -0.70 0.25  -0.256
C19 -2.85 -0.55 -5.68  0.142
C20 -0.70 -1.61 1.20  -0.395
C21 -1.75 0.09 -2.74  -0.277
C22 6.21 0.68 6.64  -0.367
H23 -2.29 -3.00 -3.27  0.219
H24 -1.07 1.75 1.56  0.180
H25 0.63 2.03 1.62  0.173
H26 0.04 -2.44 -3.37  0.241
C23 -3.81 0.86 -7.30  0.360
O2 2.21 -2.32 6.29  -0.593
H27 -0.97 -0.41 -8.73  0.226
C24 -1.73 -2.35 -4.09  -0.206
H28 -2.00 -0.19 2.63  0.205
H29 -3.48 -1.13 -2.55  0.174
H30 6.80 1.23 8.43  0.200
H31 -1.91 -0.14 -0.03  0.218
O3 0.16 -2.47 -0.93  -0.595
N6 -0.08 0.47 2.76  -0.441
C25 -6.05 1.78 -6.62  -0.284
H32 -1.34 -2.30 1.24  0.214

---

3.
Computed, not measured: an isolated ion of composition C7H13N2S2 and charge +1, with ωB97M-V/def2-TZVPD.

The HOMO energy is -12.72 eV. The calculation puts the maximum force at 4.46 eV/A. For the energy relative to the best compared isomer or geometry (same formula, charge and spin), the calculation gives 172.60 kJ/mol. The charge is +1.

Each line ends with the natural charge from an NBO analysis.
CARTESIAN COORDINATES (ANGSTROEM)
S1 -1.04 -1.92 -0.03  0.380
C1 -2.17 -0.43 0.08  -0.299
H1 -1.52 2.91 1.05  0.234
C2 1.87 -2.76 -0.23  -0.400
C3 0.33 -0.84 -0.07  0.369
C4 -1.52 1.82 1.29  -0.629
H2 3.08 -0.45 1.35  0.244
N1 0.05 0.50 -0.12  -0.582
H3 1.51 -3.35 0.63  0.233
C5 2.74 -0.47 0.26  -0.414
H4 -0.88 1.62 2.06  0.228
N2 1.54 -1.31 0.01  -0.362
H5 1.23 -2.91 -1.08  0.221
H6 3.56 -0.85 -0.32  0.233
C6 -1.80 1.74 -1.23  -0.614
H7 -1.22 1.27 -2.14  0.233
S2 -3.73 -0.68 0.06  0.250
H8 2.88 -2.89 -0.49  0.237
H9 0.83 1.16 0.02  0.427
H10 2.51 0.61 -0.11  0.200
H11 -1.57 2.90 -1.08  0.236
H12 -2.56 1.72 1.50  0.248
C7 -1.32 1.00 0.01  0.087
H13 -2.80 1.61 -1.43  0.242

---

4.
Computed, not measured: a single C14H28O2S molecule, with ωB97M-V/def2-TZVPD.

Its SMILES is CCSC(=O)CCCCCCCCCCCO. The HOMO energy is -9.48 eV. The calculation puts the maximum force at 0.57 eV/A. For the energy relative to the best compared isomer or geometry (same formula, charge and spin), the calculation gives 4.62 kJ/mol. The charge is 0.

Each line ends with the natural charge from an NBO analysis.
CARTESIAN COORDINATES (ANGSTROEM)
H1 -2.16 -0.16 1.36  0.203
O1 0.85 -1.82 3.45  -0.563
C1 1.79 -2.35 -0.11  -0.404
H2 3.71 -1.41 0.11  0.211
H3 1.31 -3.22 -2.02  0.201
H4 3.08 -2.36 2.34  0.230
C2 -2.05 0.78 -1.75  -0.381
H5 0.04 2.95 1.09  0.156
H6 -2.19 3.44 -0.94  0.207
C3 -0.99 1.66 -1.10  -0.420
H7 2.74 -2.18 -2.02  0.199
H8 -0.36 1.05 -0.44  0.208
H9 -0.66 -0.08 4.03  0.243
H10 -2.31 2.36 0.45  0.198
H11 -1.62 -1.56 2.29  0.223
C4 -1.62 2.78 -0.28  -0.421
C5 -0.58 3.61 0.48  -0.056
H12 -2.89 -0.52 2.93  0.215
H13 0.79 -2.26 0.31  0.201
H14 -0.91 0.19 -3.48  0.194
C6 0.87 -1.13 -2.18  -0.393
O2 0.23 4.40 -0.37  -0.715
C7 -0.92 0.33 3.05  -0.515
C8 -0.63 -1.35 -1.99  -0.406
H15 1.17 -0.19 -1.70  0.195
H16 1.08 -1.03 -3.25  0.201
H17 -2.73 1.42 -2.33  0.201
H18 2.35 -0.29 0.20  0.208
H19 0.70 3.81 -0.97  0.461
H20 -2.34 -0.79 -3.16  0.206
H21 -0.87 -1.38 -0.93  0.197
S1 0.63 0.39 2.10  0.153
H22 3.42 -0.62 2.41  0.240
C9 -1.49 -0.29 -2.68  -0.391
H23 -2.65 0.30 -0.97  0.191
C10 1.39 -1.12 2.64  0.441
H24 -1.08 4.33 1.13  0.178
C11 2.73 -1.37 2.02  -0.513
C12 2.70 -1.28 0.49  -0.390
H25 2.17 -3.34 0.18  0.205
H26 -1.25 1.36 3.15  0.222
C13 1.72 -2.28 -1.64  -0.388
C14 -1.96 -0.53 2.36  -0.618
H27 -0.87 -2.34 -2.40  0.201
H28 -0.36 2.08 -1.89  0.187

---

5.
Computed, not measured: a 6-piece molecular cluster, C7H13Cl10N overall, with ωB97M-V/def2-TZVPD.

Its SMILES is ClCCl.ClCCl.ClCCl.ClCCl.ClCCl.CC#N. The HOMO energy is -10.71 eV. The calculation puts the maximum force at 3.08 eV/A. The charge is 0.

Each line ends with the natural charge from an NBO analysis.
CARTESIAN COORDINATES (ANGSTROEM)
Cl1 0.83 2.00 2.61  0.011
H1 -2.21 0.50 -1.15  0.265
C1 4.12 -1.57 -0.52  -0.344
Cl2 3.07 3.64 -5.62  -0.083
H2 -6.93 0.47 1.47  0.226
H3 -1.99 -2.74 4.04  0.231
Cl3 -6.02 -1.49 2.22  -0.021
Cl4 5.13 -2.85 -1.25  -0.024
H4 -1.46 0.66 0.53  0.263
Cl5 -5.82 -0.41 -0.53  -0.042
C2 1.89 0.95 1.78  -0.394
H5 2.87 1.26 1.92  0.229
C3 2.37 2.09 -4.88  -0.309
C4 -1.50 -2.00 3.39  -0.410
H6 1.54 0.81 0.75  0.235
N1 0.66 1.36 -1.82  -0.366
C5 -5.96 -0.03 1.24  -0.376
H7 -5.19 0.58 1.59  0.214
H8 -0.42 -2.08 3.49  0.228
Cl6 5.03 0.06 -0.41  -0.080
H9 1.97 1.51 -5.71  0.215
H10 3.81 -1.92 0.41  0.219
H11 -1.11 -0.76 -0.39  0.263
Cl7 -1.85 -0.36 3.80  0.009
H12 3.32 -1.34 -1.25  0.230
C6 -1.33 0.30 -0.48  -0.729
Cl8 1.87 -0.67 2.55  -0.079
Cl9 3.72 1.17 -4.07  -0.045
C7 -0.19 0.90 -1.20  0.297
Cl10 -1.87 -2.42 1.68  -0.055
H13 1.63 2.39 -4.22  0.222

---

6.
Computed, not measured: a 3-piece molecular cluster, C2H6N2O4 overall, with ωB97M-V/def2-TZVPD.

The HOMO energy is -0.80 eV. The calculation puts the maximum force at 6.50 eV/A. For the energy relative to the best compared isomer or geometry (same formula, charge and spin), the calculation gives 0.00 kJ/mol. The charge is -2.

Each line ends with the natural charge from an NBO analysis.
CARTESIAN COORDINATES (ANGSTROEM)
N1 0.14 -2.39 -0.46  0.026
C1 -3.06 1.14 -0.67  -0.127
C2 -2.28 0.84 0.75  0.398
H1 -0.51 0.00 0.39  0.458
H2 -3.66 1.99 -0.68  0.119
O1 12.55 -0.42 0.64  -1.377
H3 12.62 -1.33 1.02  0.377
H4 -3.62 -0.63 -0.26  0.495
O2 -0.86 0.90 0.53  -0.798
H5 -2.46 1.37 -1.48  0.129
N2 0.24 -3.09 -1.35  -0.028
O3 -2.79 -0.28 1.27  -0.913
H6 -2.43 1.88 1.28  0.038
O4 -3.88 0.02 -0.98  -0.795